# 1
Formula: C5H10O2
Source: the Open Molecules 2025 dataset
Level of theory: ωB97M-V/def2-TZVPD

Values from the calculation:
E_LUMO   -0.174 eV
Energy above the lowest of the compared OMol25 structures with the same formula, charge and spin   3.522 eV
HOMO-LUMO gap   0.3522 hartree
E_HOMO   -9.8 eV
2S+1   1
SMILES   C[C@@H](O)/C=C\C=O.[H][H]

Each line ends with the Löwdin charge.
Geometry (Å):
C -2.144 -0.607 -0.073  -0.051
C -0.776 -0.080 -0.489  -0.473
O -0.860 1.316 -0.453  -0.051
C 0.387 -0.692 0.290  -0.109
C 1.698 -0.395 0.174  -0.108
C 2.261 0.694 -0.619  -0.233
O 1.652 1.551 -1.246  0.021
H -2.180 -1.701 -0.063  0.082
H -2.429 -0.229 0.915  0.079
H -2.887 -0.236 -0.785  0.085
H -0.556 -0.440 -1.507  0.155
H -0.032 1.652 -0.847  0.053
H 0.120 -1.514 0.959  0.118
H 2.416 -0.970 0.756  0.104
H 3.366 0.708 -0.649  0.118
H -0.374 0.408 1.907  0.107
H 0.337 0.535 1.731  0.104



# 2
Formula: C4H2O2Sm
Source: the Open Molecules 2025 dataset
Level of theory: ωB97M-V/def2-TZVPD

Values from the calculation:
E_LUMO (alpha / beta)   -0.938 / -1.020 eV
HOMO-LUMO gap (alpha / beta)   0.2067 / 0.2044 hartree
E_HOMO (alpha / beta)   -6.6 / -6.6 eV
2S+1   7

Each line ends with the Löwdin charge.
Geometry (Å):
H -0.132 1.394 -1.863  0.113
C 0.135 1.012 -0.873  -0.221
C 0.791 -0.134 -0.645  -0.182
O -0.294 1.893 0.057  -0.194
O -0.164 1.484 1.400  -0.490
Sm -0.630 -0.423 2.154  1.381
C -0.150 -1.686 0.254  -0.240
C 1.142 -1.238 -0.015  -0.196
H -0.699 -2.303 -0.469  0.030



# 3
Formula: C20H23N3O3S
Source: the Open Molecules 2025 dataset
Level of theory: ωB97M-V/def2-TZVPD

Values from the calculation:
E_LUMO   0.700 eV
Energy above the lowest of the compared OMol25 structures with the same formula, charge and spin   1.080 eV
HOMO-LUMO gap   0.3165 hartree
E_HOMO   -7.9 eV
2S+1   1
SMILES   Cc1ccc(S(=O)(=O)NCC(=O)NCCc2c[nH]c3ccccc23)cc1C

Each line ends with the Löwdin charge.
Geometry (Å):
C -5.319 -1.774 0.898  -0.042
C -4.231 -0.911 0.337  -0.225
C -3.018 -1.474 -0.040  -0.021
C -1.999 -0.697 -0.563  -0.047
C -2.208 0.659 -0.705  -0.270
S -0.912 1.717 -1.314  0.673
O 0.065 0.915 -2.007  -0.295
O -1.472 2.839 -2.005  -0.282
N -0.311 2.294 0.141  -0.117
C 0.580 1.404 0.845  -0.140
C 1.988 2.001 0.897  -0.474
O 2.243 3.049 0.343  0.068
N 2.872 1.298 1.634  0.064
C 4.297 1.503 1.471  -0.156
C 4.919 0.354 0.650  -0.113
C 3.971 -0.062 -0.429  -0.198
C 3.679 0.604 -1.586  -0.033
N 2.680 -0.033 -2.261  0.093
C 2.255 -1.093 -1.522  -0.231
C 1.245 -2.015 -1.767  -0.038
C 1.030 -2.995 -0.821  -0.107
C 1.808 -3.068 0.339  -0.102
C 2.820 -2.167 0.581  -0.040
C 3.056 -1.157 -0.354  -0.147
C -3.403 1.241 -0.337  -0.013
C -4.430 0.468 0.185  -0.218
C -5.728 1.102 0.576  -0.040
H -5.000 -2.811 0.953  0.077
H -6.210 -1.717 0.276  0.086
H -5.594 -1.441 1.898  0.085
H -2.869 -2.538 0.076  0.112
H -1.059 -1.128 -0.869  0.083
H 0.148 3.190 -0.012  0.102
H 0.634 0.450 0.310  0.110
H 0.203 1.225 1.859  0.132
H 2.594 0.383 1.958  0.138
H 4.771 1.579 2.454  0.117
H 4.409 2.452 0.944  0.119
H 5.868 0.691 0.231  0.115
H 5.117 -0.499 1.302  0.107
H 4.135 1.490 -1.984  0.133
H 2.156 0.358 -3.027  0.147
H 0.648 -1.949 -2.663  0.116
H 0.248 -3.725 -0.975  0.100
H 1.609 -3.853 1.054  0.096
H 3.421 -2.244 1.477  0.105
H -3.516 2.305 -0.477  0.120
H -5.703 2.171 0.386  0.080
H -5.931 0.940 1.635  0.085
H -6.552 0.667 0.012  0.085



# 4
Formula: C13H19N
Source: the Open Molecules 2025 dataset
Level of theory: ωB97M-V/def2-TZVPD

Values from the calculation:
E_LUMO   0.758 eV
Energy above the lowest of the compared OMol25 structures with the same formula, charge and spin   7.694 eV
HOMO-LUMO gap   0.3654 hartree
E_HOMO   -9.2 eV
2S+1   1

Each line ends with the Löwdin charge.
Geometry (Å):
C -2.787 -0.771 -0.814  -0.229
C -2.296 -1.698 0.232  -0.305
C -0.886 -1.654 0.402  -0.290
C -0.078 -0.598 1.175  -0.188
C 0.414 0.611 0.407  -0.327
C -0.470 1.504 -0.709  -0.135
C -1.860 1.762 -0.067  -0.270
C -2.980 0.830 -0.441  -0.232
C 1.891 0.522 -0.060  -0.166
C 3.006 0.677 0.851  -0.052
C 4.276 0.374 0.539  -0.068
C 4.346 -0.481 -0.581  -0.194
C 2.163 -0.314 -1.168  -0.102
H -2.003 -0.994 -1.506  0.075
H -3.899 -1.033 -1.099  0.138
H -2.813 -2.732 0.180  0.145
H -2.744 -1.090 1.201  0.159
H -0.341 -2.524 1.055  0.149
H -0.446 -1.819 -0.588  0.110
H 1.022 -1.274 1.491  0.172
H -0.369 -0.150 2.420  0.195
H 0.677 1.445 1.168  0.124
H 0.131 2.551 -0.605  0.143
H -0.291 1.065 -1.789  0.129
H -1.786 1.914 1.123  0.140
H -2.312 2.921 -0.336  0.157
H -3.691 1.225 -1.349  0.131
H -3.962 0.665 0.158  0.111
H 2.790 1.185 1.673  0.062
H 5.179 0.118 1.226  0.142
H 5.337 -1.024 -0.852  0.127
H 1.390 -0.447 -1.908  0.101
N 3.392 -0.766 -1.427  0.050



# 5
Formula: C3H5N4P
Source: the Open Molecules 2025 dataset
Level of theory: ωB97M-V/def2-TZVPD

Values from the calculation:
E_LUMO (alpha / beta)   -1.038 / -1.037 eV
Energy above the lowest of the compared OMol25 structures with the same formula, charge and spin   2.028 eV
HOMO-LUMO gap (alpha / beta)   0.2853 / 0.2853 hartree
E_HOMO (alpha / beta)   -8.8 / -8.8 eV
2S+1   1
SMILES   C1=P2=C(CNN2)N=N1

Each line ends with the Löwdin charge.
Geometry (Å):
C -2.259 -0.610 -0.319  -0.371
P -0.707 -1.314 0.540  1.021
C -0.282 0.443 0.478  -0.598
C 1.118 0.846 0.376  -0.229
N 1.844 -0.376 0.122  -0.197
N 1.186 -1.280 -0.627  -0.091
N -1.174 1.208 0.049  -0.032
N -2.375 0.673 -0.241  -0.057
H -3.210 -1.172 -0.660  0.077
H 1.175 1.772 -0.439  0.173
H 1.650 1.361 1.189  0.110
H 2.222 -0.846 0.946  0.121
H 0.814 -0.705 -1.413  0.073



# 6
Formula: C4H13N2O2
Source: the Open Molecules 2025 dataset
Level of theory: ωB97M-V/def2-TZVPD

Values from the calculation:
E_LUMO   4.094 eV
Energy above the lowest of the compared OMol25 structures with the same formula, charge and spin   1.587 eV
HOMO-LUMO gap   0.2765 hartree
E_HOMO   -3.4 eV
2S+1   1
Net charge   -1

Each line ends with the Löwdin charge.
Geometry (Å):
C 0.201 0.200 1.741  -0.252
C -0.186 1.365 0.787  -0.199
C 1.103 1.822 -0.041  -0.411
O 1.623 0.724 -0.646  -0.329
N -0.131 -1.160 1.273  -0.072
C -1.520 -1.254 0.784  -0.357
N -1.656 -1.485 -0.659  -0.011
H 1.278 0.317 1.987  0.106
H -0.349 0.313 2.666  0.080
H -0.904 0.922 0.072  0.077
H -0.680 2.241 1.170  0.073
H 0.649 2.440 -0.917  0.118
H 1.851 2.020 0.768  0.091
H 0.591 -1.480 0.644  0.091
H -1.903 -2.194 1.289  0.091
H -2.164 -0.444 1.122  0.095
H -0.782 -1.069 -1.078  0.047
H -2.449 -0.929 -0.986  0.054
H 0.996 0.291 -1.791  -0.039
H 1.138 -1.000 -2.551  -0.016
O 0.597 -0.210 -2.681  -0.238



# 7
Formula: C3H12N2S
Source: the Open Molecules 2025 dataset
Level of theory: ωB97M-V/def2-TZVPD

Values from the calculation:
E_LUMO (alpha / beta)   3.488 / 3.624 eV
Energy above the lowest of the compared OMol25 structures with the same formula, charge and spin   0.000 eV
HOMO-LUMO gap (alpha / beta)   0.0880 / 0.3202 hartree
E_HOMO (alpha / beta)   1.1 / -5.1 eV
2S+1   2
Net charge   -1

Each line ends with the Löwdin charge.
Geometry (Å):
C 1.603 0.539 1.656  -0.645
S 1.372 -1.195 1.310  0.519
C -0.038 -1.488 2.406  -0.535
H 1.876 0.767 2.691  0.000
H 0.696 1.137 1.486  -0.015
H 2.373 0.920 0.985  -0.040
H -0.312 -2.539 2.361  0.011
H 0.245 -1.223 3.424  0.014
H -0.890 -0.861 2.119  0.011
N -0.793 -0.656 -1.431  -0.047
C -1.076 0.236 -2.567  -0.448
N -0.655 1.620 -2.468  -0.049
H 0.214 -0.710 -1.256  -0.003
H -1.130 -0.233 -0.568  0.019
H -0.577 -0.229 -3.425  0.089
H -2.161 0.200 -2.713  0.087
H -1.097 2.056 -1.667  0.020
H 0.351 1.662 -2.342  0.012



# 8
Formula: C36H46F6N3O4PScSi
Source: the Open Molecules 2025 dataset
Level of theory: ωB97M-V/def2-TZVPD

Values from the calculation:
E_LUMO (alpha / beta)   -4.882 / -7.410 eV
Energy above the lowest of the compared OMol25 structures with the same formula, charge and spin   0.214 eV
HOMO-LUMO gap (alpha / beta)   0.2899 / 0.1970 hartree
E_HOMO (alpha / beta)   -12.8 / -12.8 eV
2S+1   2
Net charge   +2

Each line ends with the Löwdin charge.
Geometry (Å):
Sc 7.441 -11.419 -14.020  1.095
O 6.877 -13.430 -14.483  -0.099
C 6.714 -13.818 -15.887  -0.266
C 6.561 -12.486 -16.667  -0.511
O 6.183 -12.456 -17.812  0.129
O 6.917 -11.445 -15.959  -0.097
C 7.965 -14.547 -16.289  -0.163
C 8.087 -14.904 -17.624  0.009
C 9.218 -15.617 -18.101  -0.024
C 10.175 -16.061 -17.188  -0.057
C 10.083 -15.619 -15.872  -0.074
C 8.974 -14.915 -15.391  -0.047
C 5.508 -14.729 -16.017  -0.127
C 4.414 -14.461 -16.807  -0.026
C 3.367 -15.343 -16.889  -0.043
C 3.353 -16.485 -16.055  -0.046
C 4.493 -16.766 -15.283  -0.073
C 5.569 -15.916 -15.256  -0.013
H 6.334 -13.975 -13.888  0.101
H 7.332 -14.575 -18.337  0.126
H 9.261 -15.842 -19.148  0.105
H 11.023 -16.597 -17.519  0.098
H 10.855 -15.903 -15.161  0.112
H 8.965 -14.683 -14.353  0.097
H 4.423 -13.636 -17.467  0.103
H 2.539 -15.125 -17.566  0.119
H 2.514 -17.131 -16.080  0.098
H 4.553 -17.687 -14.732  0.113
H 6.428 -16.162 -14.661  0.126
N 10.985 -8.485 -12.930  0.248
C 10.074 -8.118 -11.732  -0.218
C 8.822 -7.426 -12.186  -0.085
C 7.590 -8.259 -12.482  -0.308
N 7.502 -9.032 -13.783  0.039
C 7.315 -9.253 -11.393  -0.125
C 8.527 -10.120 -11.063  -0.292
N 8.799 -11.115 -12.159  0.019
C 9.756 -9.272 -10.775  -0.078
H 11.470 -7.677 -13.251  0.158
H 10.565 -8.926 -13.748  0.081
H 11.720 -9.184 -12.719  0.173
H 10.685 -7.453 -11.128  0.157
H 9.035 -6.782 -13.028  0.134
H 8.524 -6.769 -11.358  0.154
H 6.777 -7.533 -12.516  0.151
H 8.023 -8.572 -14.532  0.109
H 6.527 -9.005 -14.059  0.075
H 6.509 -9.930 -11.704  0.084
H 7.013 -8.736 -10.498  0.138
H 8.251 -10.717 -10.202  0.153
H 8.905 -12.092 -11.792  0.140
H 9.706 -11.017 -12.601  0.042
H 10.629 -9.886 -10.576  0.137
H 9.557 -8.807 -9.839  0.130
F 9.350 -12.161 -14.638  -0.249
P 10.811 -11.473 -15.295  0.314
F 10.045 -11.411 -16.654  -0.055
F 11.364 -11.448 -13.749  -0.157
F 12.039 -10.658 -15.778  -0.050
F 9.944 -9.979 -14.786  -0.268
F 11.363 -12.926 -15.562  -0.056
C 1.455 -11.286 -12.140  -0.039
C 2.859 -10.793 -11.788  -0.395
C 3.099 -9.397 -12.277  -0.051
C 3.437 -11.223 -10.496  -0.056
Si 4.187 -11.926 -13.407  0.664
O 5.614 -11.284 -13.101  -0.362
C 3.306 -11.331 -14.922  -0.239
C 2.097 -11.901 -15.360  -0.103
C 1.452 -11.372 -16.454  -0.033
C 1.993 -10.214 -17.062  -0.031
C 3.168 -9.633 -16.624  -0.050
C 3.838 -10.218 -15.572  -0.103
C 4.161 -13.605 -12.722  -0.260
C 4.894 -13.989 -11.601  -0.102
C 4.640 -15.202 -10.992  -0.045
C 3.669 -16.056 -11.529  -0.012
C 2.988 -15.695 -12.696  -0.055
C 3.235 -14.488 -13.258  -0.106
H 0.711 -10.797 -11.523  0.109
H 1.298 -12.366 -12.044  0.098
H 1.182 -11.003 -13.126  0.060
H 2.373 -8.757 -11.767  0.119
H 2.947 -9.310 -13.356  0.078
H 4.097 -9.040 -12.043  0.077
H 3.141 -10.562 -9.699  0.106
H 4.530 -11.241 -10.520  0.073
H 3.137 -12.262 -10.223  0.109
H 1.617 -12.700 -14.812  0.099
H 0.516 -11.805 -16.799  0.120
H 1.531 -9.788 -17.932  0.113
H 3.522 -8.742 -17.162  0.129
H 4.755 -9.750 -15.188  0.094
H 5.608 -13.277 -11.150  0.113
H 5.196 -15.500 -10.127  0.110
H 3.425 -16.988 -11.038  0.119
H 2.233 -16.283 -13.139  0.111
H 2.735 -14.207 -14.161  0.082



# 9
Formula: CH3N5Se
Source: the Open Molecules 2025 dataset
Level of theory: ωB97M-V/def2-TZVPD

Values from the calculation:
E_LUMO (alpha / beta)   -0.075 / -0.074 eV
Energy above the lowest of the compared OMol25 structures with the same formula, charge and spin   1.046 eV
HOMO-LUMO gap (alpha / beta)   0.2799 / 0.2799 hartree
E_HOMO (alpha / beta)   -7.7 / -7.7 eV
2S+1   1

Each line ends with the Löwdin charge.
Geometry (Å):
C -0.126 -0.973 0.766  -0.103
N 1.207 -0.992 0.745  0.040
N 1.552 -0.114 -0.217  -0.554
N 0.544 0.490 -0.719  0.084
N -0.588 -0.101 -0.162  -0.154
N -1.769 0.555 -0.577  0.083
Se 3.529 0.253 -0.460  0.231
H -2.335 1.038 0.166  0.119
H -1.344 1.310 -1.163  0.106
H -0.670 -1.467 1.620  0.148



# 10
Formula: C2H2ClO2S
Source: the Open Molecules 2025 dataset
Level of theory: ωB97M-V/def2-TZVPD

Values from the calculation:
E_LUMO (alpha / beta)   2.665 / 2.664 eV
Energy above the lowest of the compared OMol25 structures with the same formula, charge and spin   3.000 eV
HOMO-LUMO gap (alpha / beta)   0.2826 / 0.2826 hartree
E_HOMO (alpha / beta)   -5.0 / -5.0 eV
2S+1   1
Net charge   -1

Each line ends with the Löwdin charge.
Geometry (Å):
C -0.128 1.178 -0.298  -0.119
C -0.244 -0.104 -0.407  -0.294
O -0.853 -1.008 1.887  -0.554
O 1.529 -1.211 1.323  -0.537
S 0.144 -1.535 0.898  0.643
Cl -0.511 -0.471 -2.927  -0.255
H -0.461 1.818 -1.060  0.028
H 0.525 1.334 0.585  0.089



# 11
Formula: H2N5O
Source: the Open Molecules 2025 dataset
Level of theory: ωB97M-V/def2-TZVPD

Values from the calculation:
E_LUMO (alpha / beta)   -6.792 / -7.197 eV
Energy above the lowest of the compared OMol25 structures with the same formula, charge and spin   4.884 eV
HOMO-LUMO gap (alpha / beta)   0.3731 / 0.3587 hartree
E_HOMO (alpha / beta)   -16.9 / -17.0 eV
2S+1   1
Net charge   +1

Each line ends with the Löwdin charge.
Geometry (Å):
N 1.004 0.387 1.204  0.133
N 1.325 -0.579 0.530  0.091
N -0.220 0.755 0.768  0.133
N 0.377 -0.863 -0.327  0.116
N -0.586 -0.017 -0.174  0.070
O -1.595 0.464 -2.048  0.017
H -0.821 1.524 1.011  0.208
H 0.516 -1.671 -0.963  0.232



# 12
Formula: C8H11BrNO
Source: the Open Molecules 2025 dataset
Level of theory: ωB97M-V/def2-TZVPD

Values from the calculation:
E_LUMO   -3.650 eV
Energy above the lowest of the compared OMol25 structures with the same formula, charge and spin   1.983 eV
HOMO-LUMO gap   0.3534 hartree
E_HOMO   -13.3 eV
2S+1   1
Net charge   +1

Each line ends with the Löwdin charge.
Geometry (Å):
C 0.960 -2.424 -0.087  -0.122
C 1.950 -1.870 0.602  -0.164
C -1.607 2.545 0.122  -0.354
C 0.014 -1.664 -0.906  -0.157
C -2.000 1.246 -0.611  0.071
C -0.577 1.770 0.899  -0.003
C 1.867 -0.389 0.644  -0.606
C 0.165 -0.190 -0.592  -0.129
N -0.882 0.522 0.179  -0.094
O -2.012 3.645 0.087  0.208
Br 3.160 0.614 -0.290  0.744
H 0.970 -3.543 -0.194  0.141
H 2.623 -2.459 1.178  0.113
H 0.378 -1.893 -1.970  0.169
H -1.029 -1.897 -0.763  0.118
H -2.989 0.783 -0.540  0.150
H -1.478 1.253 -1.630  0.169
H 0.489 2.037 0.825  0.139
H -0.968 1.619 1.967  0.191
H 1.808 0.048 1.746  0.112
H 0.457 0.456 -1.421  0.117
H -1.300 -0.211 0.754  0.187



2S+1 of number 1 (C5H10O2)?
1



What is the 2S+1 in the eighth record?
2